Entry 1:
{
  "formula": "C17H24CsF5N3OTa",
  "method": "ωB97M-V/def2-TZVPD",
  "symbols": ["N", "C", "O", "Cs", "Ta", "N", "N", "C", "C", "C", "C", "C", "C", "C", "C", "H", "H", "H", "H", "H", "H", "H", "H", "H", "H", "H", "H", "H", "H", "H", "H", "H", "H", "C", "H", "H", "H", "C", "H", "H", "H", "F", "C", "C", "C", "F", "C", "F", "C", "F", "C", "F"],
  "xyz": [[1.959, -0.379, 0.499], [3.091, -1.043, 0.701], [4.115, -1.317, 0.075], [2.738, -0.670, -2.135], [0.076, -0.082, 0.068], [-0.413, -1.583, -1.164], [-0.140, 1.572, -0.925], [-0.289, -3.076, -0.839], [0.467, 2.965, -1.052], [0.894, -3.643, -1.642], [-1.587, -3.800, -1.196], [-0.013, -3.161, 0.634], [0.142, 3.562, -2.426], [-0.094, 3.848, 0.070], [1.959, 2.794, -0.899], [0.811, -3.468, -2.717], [0.957, -4.736, -1.484], [1.852, -3.229, -1.272], [-2.443, -3.338, -0.702], [-1.511, -4.844, -0.830], [-1.779, -3.851, -2.269], [0.882, -2.602, 0.943], [0.174, -4.219, 0.912], [-0.873, -2.818, 1.234], [0.455, 2.893, -3.232], [0.702, 4.511, -2.538], [-0.916, 3.796, -2.549], [-1.179, 3.930, 0.039], [0.322, 4.871, -0.022], [0.199, 3.459, 1.056], [2.229, 2.284, 0.040], [2.443, 3.795, -0.891], [2.386, 2.244, -1.748], [-1.614, 1.506, -1.358], [-1.986, 0.525, -1.080], [-2.218, 2.263, -0.861], [-1.708, 1.607, -2.451], [-1.014, -1.314, -2.535], [-2.101, -1.505, -2.538], [-0.849, -0.261, -2.767], [-0.545, -1.917, -3.308], [1.256, -1.687, 2.950], [0.355, -0.640, 3.297], [-0.211, 0.120, 2.263], [-1.054, 1.153, 2.751], [-1.690, 1.974, 1.777], [-1.319, 1.404, 4.076], [-2.135, 2.396, 4.455], [-0.711, 0.587, 5.038], [-0.942, 0.801, 6.340], [0.142, -0.453, 4.645], [0.728, -1.226, 5.566]],
  "atomic_forces_ev_per_a": [[5.1517, -3.3939, 2.5132], [-1.2868, 3.5545, -6.1784], [-3.4045, -0.0528, 4.9815], [0.5150, 0.1664, -2.8063], [-0.3749, -0.0038, 0.3034], [-0.2381, 0.3815, -0.2185], [-1.1490, -0.0726, 0.1793], [-0.1215, 0.8103, -0.7930], [-0.3947, -0.2277, 0.1706], [0.2526, -0.3160, 0.4574], [0.1343, -0.5737, 0.2373], [0.0430, -0.6849, 0.8621], [0.3436, 0.2156, 0.0277], [0.4962, 0.3493, 0.1932], [0.7710, 0.5310, 0.1333], [-0.0565, -0.0454, 0.0773], [-0.0555, 0.5014, -0.1246], [-0.3711, -0.2405, -0.0886], [-0.0060, 0.0062, 0.0105], [-0.0729, 0.5418, -0.1948], [0.0911, 0.0458, 0.1001], [-0.2416, -0.2273, -0.1681], [-0.0948, 0.6166, -0.0189], [0.2120, -0.1095, -0.1819], [-0.0170, 0.0418, 0.0050], [-0.2923, -0.4876, 0.0682], [0.0303, -0.0022, 0.0583], [0.0256, 0.0025, -0.0339], [-0.2170, -0.5447, -0.0318], [-0.0865, 0.1106, -0.2947], [-0.0871, 0.2035, -0.2111], [-0.2340, -0.6782, 0.0379], [-0.0765, 0.1452, 0.0884], [1.3408, 0.4280, 0.0811], [-0.6294, -0.4207, 0.1020], [0.1754, -0.0497, 0.1255], [0.0921, -0.1561, 0.4585], [0.0645, 0.2801, 1.0365], [0.4720, -0.0083, 0.0377], [-0.0097, -0.2856, -0.2351], [0.0728, -0.1625, 0.0525], [-1.4999, 1.7432, 0.6798], [1.4530, -1.6659, -1.1640], [-1.2247, 0.6167, 0.4087], [-0.3843, 0.3580, -2.0634], [0.9216, -1.4481, 1.6109], [-0.3495, 0.4874, 0.5084], [0.5815, -0.7029, -0.2693], [-0.1105, 0.0827, 0.8919], [0.2319, -0.2161, -1.3950], [0.0141, 0.0035, 0.6740], [-0.3997, 0.5530, -0.7005]],
  "lowdin_charge": [-0.2544, -0.2768, -0.0435, 1.3108, 1.7338, -0.2741, -0.2359, -0.6351, -0.6205, -0.0552, -0.0250, -0.0710, -0.0251, -0.0261, -0.0727, 0.0801, 0.1178, 0.0326, 0.0999, 0.1163, 0.0926, 0.0386, 0.1293, 0.1034, 0.0927, 0.1162, 0.0921, 0.0829, 0.1162, 0.0871, 0.0758, 0.1210, 0.0339, -0.0966, 0.0511, 0.0974, 0.1028, -0.1076, 0.1076, 0.0423, 0.0860, 0.0012, -0.1721, -0.1469, -0.1723, 0.0003, -0.1292, 0.1525, -0.0728, 0.1696, -0.1263, 0.1551],
  "homo_ev": [-15.30, -15.30],
  "total_charge": 2,
  "relative_energy_ev": 0.719,
  "energy_ha": -1477.55799,
  "homo_lumo_gap_ev": [6.17, 6.17],
  "lumo_ha": [-0.335, -0.335]
}

Entry 2:
{
  "formula": "C30H33F33NO10P",
  "method": "ωB97M-V/def2-TZVPD",
  "symbols": ["C", "C", "C", "C", "C", "C", "C", "C", "F", "O", "C", "O", "O", "C", "O", "N", "O", "P", "O", "H", "H", "H", "H", "H", "H", "H", "H", "H", "H", "H", "H", "H", "H", "H", "H", "H", "F", "C", "F", "C", "F", "F", "C", "O", "C", "F", "F", "C", "F", "F", "H", "H", "H", "H", "F", "C", "F", "C", "F", "F", "C", "O", "C", "F", "F", "C", "F", "F", "H", "H", "H", "H", "F", "C", "F", "C", "F", "F", "C", "O", "C", "F", "F", "C", "F", "F", "H", "H", "H", "H", "F", "C", "F", "C", "F", "F", "C", "O", "C", "F", "F", "C", "F", "F", "H", "H", "H", "H"],
  "xyz": [[6.387, 2.615, 0.180], [4.906, 2.606, -0.202], [4.683, 2.059, -1.616], [3.448, 2.599, -2.342], [2.119, 2.216, -1.660], [1.133, 3.366, -1.479], [1.655, 4.511, -0.621], [1.215, 5.908, -1.026], [1.828, 6.794, -0.152], [0.900, 3.872, -2.842], [-0.411, 3.821, -3.115], [-1.011, 4.496, -3.867], [-0.966, 2.809, -2.355], [-0.316, 2.904, -1.093], [-0.965, 3.908, -0.363], [-1.433, 3.519, 1.035], [-0.992, 4.237, 1.798], [-0.542, 1.220, -0.357], [-0.142, 1.113, 1.066], [6.513, 2.939, 1.216], [6.939, 3.324, -0.440], [6.834, 1.623, 0.091], [4.350, 2.023, 0.538], [4.550, 3.640, -0.164], [5.561, 2.322, -2.217], [4.655, 0.964, -1.603], [3.445, 2.173, -3.348], [3.537, 3.679, -2.483], [1.611, 1.493, -2.305], [2.294, 1.713, -0.704], [2.745, 4.503, -0.648], [1.377, 4.346, 0.423], [1.534, 6.159, -2.037], [0.137, 6.053, -0.948], [0.133, 0.341, -1.212], [-1.903, 0.977, -0.605], [-0.288, -4.738, -0.307], [-1.114, -3.701, -0.083], [-1.435, -3.146, -1.276], [-0.428, -2.634, 0.775], [0.624, -2.123, 0.105], [-1.361, -1.635, 0.898], [-0.030, -2.997, 2.210], [1.326, -3.333, 2.410], [1.774, -4.615, 2.316], [0.782, -5.496, 2.105], [2.358, -4.940, 3.493], [2.867, -4.740, 1.245], [2.383, -4.389, 0.038], [3.270, -6.031, 1.183], [-2.030, -4.057, 0.398], [-0.170, -2.074, 2.771], [-0.709, -3.738, 2.634], [3.717, -4.103, 1.497], [-5.448, -1.429, 2.527], [-4.122, -1.198, 2.590], [-3.615, -1.920, 3.618], [-3.839, 0.286, 2.840], [-4.353, 0.654, 4.030], [-2.482, 0.382, 2.917], [-4.265, 1.267, 1.742], [-5.483, 1.954, 1.938], [-6.677, 1.458, 1.514], [-6.558, 0.292, 0.859], [-7.226, 2.346, 0.641], [-7.658, 1.340, 2.687], [-7.159, 0.497, 3.612], [-8.823, 0.835, 2.227], [-3.645, -1.527, 1.664], [-3.513, 2.055, 1.756], [-4.215, 0.811, 0.751], [-7.831, 2.320, 3.134], [-7.868, 6.716, -4.156], [-8.760, 6.538, -3.163], [-9.068, 7.750, -2.648], [-8.164, 5.671, -2.049], [-7.116, 6.304, -1.489], [-9.153, 5.584, -1.106], [-7.793, 4.223, -2.391], [-6.432, 3.964, -2.665], [-5.956, 4.037, -3.943], [-6.938, 4.264, -4.834], [-5.414, 2.830, -4.249], [-4.828, 5.067, -4.090], [-5.281, 6.294, -3.754], [-4.445, 5.089, -5.380], [-9.669, 6.083, -3.563], [-8.000, 3.662, -1.481], [-8.444, 3.815, -3.165], [-3.981, 4.800, -3.456], [8.885, -9.500, 0.769], [8.121, -9.141, -0.282], [8.934, -8.894, -1.332], [7.328, -7.869, 0.035], [8.176, -6.841, 0.236], [6.617, -7.607, -1.104], [6.292, -7.934, 1.163], [6.686, -7.412, 2.416], [7.278, -8.183, 3.369], [7.341, -9.478, 3.019], [6.519, -8.108, 4.490], [8.662, -7.638, 3.750], [9.472, -7.634, 2.674], [9.203, -8.441, 4.691], [7.447, -9.962, -0.542], [5.491, -7.272, 0.838], [5.859, -8.931, 1.251], [8.569, -6.624, 4.142]],
  "atomic_forces_ev_per_a": [[-0.1590, 0.0779, 0.2690], [0.2160, 0.0118, -0.1734], [0.1859, 0.1367, -0.0773], [0.0232, -0.2559, 0.0166], [-0.1612, -0.1776, -0.0657], [0.1064, -0.0362, -0.5547], [0.2125, -0.0185, 0.1961], [-0.1241, -0.0930, -0.1298], [0.0599, 0.1465, 0.1195], [-0.1339, 0.5573, 0.4373], [0.2912, -0.6087, 0.1900], [-0.2525, 0.1555, -0.6337], [-0.1623, 0.3417, 0.1936], [-0.3373, -0.1646, -0.3815], [0.5180, 0.1239, 0.0408], [-0.0757, -0.4033, 0.1491], [-0.1565, 0.2465, 0.0300], [0.1864, -0.3807, 0.9420], [0.1677, 0.1805, -0.1621], [0.0102, -0.0457, -0.0291], [0.0363, -0.1606, -0.0791], [0.0230, 0.0474, -0.0921], [-0.1054, 0.1243, -0.0426], [-0.0617, -0.0818, 0.1168], [-0.0635, -0.0158, -0.0201], [-0.0324, 0.0436, 0.0557], [-0.0347, 0.1175, -0.0038], [-0.0304, -0.0279, 0.1310], [0.0656, -0.0579, 0.0909], [-0.0004, 0.1722, 0.0607], [-0.0642, -0.0118, -0.0442], [-0.0353, -0.0635, -0.0530], [0.0426, -0.0344, 0.0224], [0.0061, -0.0431, 0.0139], [-0.1675, 0.1165, -0.2621], [0.0019, 0.0843, -0.2365], [0.0011, -0.0125, -0.0081], [-0.0512, 0.0361, 0.0113], [-0.0019, -0.0164, -0.0059], [0.1959, 0.0666, 0.0046], [-0.0305, -0.0007, -0.0191], [-0.1551, -0.0390, -0.0889], [-0.2057, 0.1828, 0.4458], [0.1049, 0.0661, -0.4217], [0.0607, -0.0397, 0.2181], [-0.0295, -0.0308, -0.0619], [-0.0517, -0.0473, 0.0153], [0.0455, 0.0247, 0.0008], [-0.0045, -0.0264, 0.0052], [0.0318, -0.0240, -0.0144], [0.0118, -0.0270, 0.0068], [0.0299, 0.0001, -0.0103], [0.0224, -0.0840, -0.1354], [0.0036, -0.0007, 0.0160], [0.0119, -0.0317, 0.0489], [0.0404, -0.0182, -0.0104], [0.0158, -0.0192, -0.0124], [-0.0850, 0.0229, 0.1417], [0.0052, 0.0046, -0.0200], [0.0210, -0.0294, -0.0202], [0.2493, 0.3701, -0.5149], [-0.1523, -0.1301, 0.3656], [-0.0738, 0.0980, -0.1602], [0.0465, -0.0007, -0.0111], [0.0962, -0.0224, 0.0025], [-0.0439, 0.0272, -0.0215], [-0.0362, -0.0237, -0.0027], [-0.0347, -0.0091, 0.0220], [-0.0431, 0.0073, -0.0253], [0.0260, -0.0507, 0.0802], [-0.0775, -0.1978, 0.1038], [0.0034, -0.0023, 0.0180], [-0.0420, 0.0230, -0.0157], [-0.0534, -0.0023, 0.0355], [0.0031, 0.0118, -0.0160], [0.1372, 0.0523, 0.0601], [-0.0048, 0.0024, -0.0015], [-0.0335, -0.0081, -0.0306], [-0.2655, -0.5679, 0.1918], [0.1505, 0.5171, -0.0201], [0.0058, -0.3230, -0.0165], [0.0276, 0.0391, -0.1040], [-0.0425, 0.0243, -0.0157], [-0.0343, 0.0004, 0.1079], [0.0694, -0.0580, 0.0049], [0.0695, 0.0352, -0.1153], [0.0100, -0.0096, -0.0180], [0.0516, 0.0322, 0.0237], [-0.0092, 0.1878, -0.0498], [0.0474, 0.0042, 0.0016], [0.0032, -0.0127, 0.0107], [-0.0319, 0.0103, -0.0561], [0.0193, -0.0140, 0.0074], [0.0929, 0.1179, 0.0437], [-0.0032, -0.0077, -0.0104], [-0.0160, -0.0453, -0.0046], [-0.5754, 0.0018, -0.0214], [0.4218, 0.1353, -0.1670], [-0.1767, -0.0058, 0.1595], [0.0445, -0.0433, -0.0277], [-0.0138, -0.0608, -0.0039], [-0.0184, 0.0114, 0.0267], [0.0088, -0.0142, 0.0073], [0.0181, 0.0016, 0.0086], [0.0028, -0.0117, 0.0218], [0.0126, 0.0101, 0.0114], [0.1806, -0.0676, -0.0021], [0.0021, 0.0080, -0.0032]],
  "lowdin_charge": [-0.1150, -0.2656, -0.2167, -0.1767, -0.1237, -0.3214, -0.0650, -0.1725, -0.0423, 0.0987, -0.5363, 0.2116, 0.0659, -0.5145, -0.0705, 0.0459, 0.1683, 0.8125, -0.4058, 0.0697, 0.0742, 0.0742, 0.1076, 0.0951, 0.1110, 0.1178, 0.1158, 0.1178, 0.1128, 0.1235, 0.1023, 0.1324, 0.1295, 0.1222, 0.0384, 0.0383, 0.1045, -0.3040, 0.0946, -0.4318, 0.1284, 0.0583, -0.0325, 0.0591, -0.5507, 0.1551, 0.1461, -0.2784, 0.1035, 0.0929, 0.1740, 0.1550, 0.1508, 0.1772, 0.1009, -0.3078, 0.0947, -0.4429, 0.1444, 0.0977, -0.0435, 0.0577, -0.5442, 0.1556, 0.1318, -0.2860, 0.1054, 0.1015, 0.1545, 0.1267, 0.1423, 0.1765, 0.0973, -0.3077, 0.0990, -0.4398, 0.1408, 0.0974, -0.0442, 0.0533, -0.5424, 0.1481, 0.1370, -0.2851, 0.0999, 0.1071, 0.1727, 0.1341, 0.1486, 0.1679, 0.0974, -0.3080, 0.0999, -0.4406, 0.1393, 0.0989, -0.0415, 0.0529, -0.5502, 0.1542, 0.1402, -0.2872, 0.1027, 0.1010, 0.1728, 0.1324, 0.1504, 0.1747],
  "smiles": "CCCCC[C@@]1(CCF)OC(=O)O[C@@]1(ON=O)[PH2]=O.FC(F)C(F)(F)COC(F)(F)C(F)F.FC(F)C(F)(F)COC(F)(F)C(F)F.FC(F)C(F)(F)COC(F)(F)C(F)F.FC(F)C(F)(F)COC(F)(F)C(F)F",
  "homo_ev": -10.91,
  "total_charge": 0,
  "energy_ha": -5606.98322,
  "homo_lumo_gap_ev": 9.75,
  "lumo_ha": -0.043
}